Version A
Below is a molecular structure, C16H28F12KN2O14S4, with properties calculated with wB97M-V/def2-TZVPD.

Positions of all 77 atoms, in Å:
K -0.15 -0.33 -0.26
C -1.31 3.42 -3.73
F -2.21 4.19 -4.33
F -1.33 2.20 -4.29
F -0.11 3.95 -3.92
S -1.68 3.20 -1.90
O -3.11 3.10 -1.74
O -0.92 2.02 -1.58
N -1.19 4.72 -1.38
S 0.01 4.48 -0.41
O -0.34 3.67 0.74
O 1.25 4.16 -1.07
C 0.28 6.21 0.30
F -0.64 6.42 1.24
F 1.48 6.33 0.83
F 0.15 7.15 -0.64
C 3.18 2.07 2.34
F 3.86 1.67 1.26
F 4.06 2.51 3.25
F 2.35 3.02 2.01
S 2.22 0.62 3.05
O 1.71 1.07 4.32
O 1.25 0.31 2.01
N 3.46 -0.49 3.25
S 2.86 -1.92 2.99
O 1.53 -2.14 3.50
O 3.11 -2.40 1.65
C 3.87 -3.01 4.11
F 5.16 -3.08 3.79
F 3.79 -2.59 5.37
F 3.34 -4.23 4.03
C -0.84 -1.55 -3.57
O -1.64 -1.39 -2.41
C -2.93 -0.93 -2.74
C -3.83 -0.79 -1.54
O -3.22 -0.02 -0.52
C -4.13 0.28 0.51
C -3.37 0.70 1.77
O -2.34 -0.22 2.01
C -1.74 -0.11 3.30
H -1.16 -2.42 -4.14
H 0.21 -1.56 -3.29
H -0.96 -0.65 -4.19
H -3.34 -1.64 -3.48
H -2.95 0.02 -3.30
H -4.22 -1.75 -1.17
H -4.75 -0.27 -1.87
H -4.79 -0.57 0.70
H -4.77 1.14 0.28
H -4.09 0.66 2.60
H -2.98 1.72 1.69
H -1.25 0.86 3.34
H -1.00 -0.91 3.41
H -2.49 -0.17 4.09
C -1.76 -3.36 1.62
O -0.88 -2.99 0.58
C 0.21 -3.89 0.48
C 0.88 -3.64 -0.87
O 1.45 -2.35 -0.83
C 2.66 -2.26 -1.57
C 3.10 -0.84 -1.84
O 1.95 -0.02 -2.06
C 2.29 1.34 -2.28
H -2.52 -2.59 1.69
H -1.24 -3.38 2.58
H -2.26 -4.31 1.38
H -0.13 -4.93 0.52
H 0.93 -3.71 1.28
H 0.06 -3.58 -1.60
H 1.56 -4.46 -1.11
H 2.54 -2.87 -2.48
H 3.44 -2.77 -0.99
H 3.72 -0.87 -2.74
H 3.63 -0.34 -1.02
H 3.09 1.49 -3.01
H 2.49 1.80 -1.32
H 1.41 1.83 -2.69

charge: -1
HOMO: -6.98 eV
spin multiplicity: 1
Kohn-Sham gap: 8.8 eV

Löwdin population analysis, charges in e, atoms 1 to 4:
1 K 0.813
2 C -0.668
3 F 0.137
4 F 0.108

---

Version B
Below is a molecular structure, C16H28F12KN2O14S4, with properties calculated with wB97M-V/def2-TZVPD.

Positions of all 77 atoms, in Å:
K 0.89 0.26 0.14
C -7.81 0.09 -0.15
F -7.21 1.20 0.19
F -8.12 -0.56 0.97
F -8.92 0.37 -0.80
S -6.75 -1.08 -1.21
O -6.45 -2.25 -0.39
O -7.53 -1.33 -2.38
N -5.46 -0.07 -1.69
S -4.34 -0.25 -0.62
O -4.79 -0.02 0.74
O -3.47 -1.44 -0.76
C -3.12 1.21 -0.84
F -2.93 1.41 -2.14
F -3.58 2.30 -0.26
F -1.99 0.84 -0.26
C 4.14 1.78 -2.16
F 3.32 1.65 -3.19
F 5.34 2.18 -2.57
F 3.67 2.75 -1.36
S 4.36 0.13 -1.17
O 3.47 -0.80 -1.83
O 5.78 -0.12 -1.25
N 3.65 0.54 0.34
S 4.93 0.96 1.16
O 5.56 -0.19 1.83
O 5.82 1.90 0.55
C 4.11 1.97 2.54
F 3.40 2.96 1.95
F 3.49 1.20 3.43
F 5.08 2.62 3.21
C 4.86 -3.97 -1.36
O 3.51 -3.65 -1.66
C 2.72 -3.76 -0.50
C 1.26 -3.60 -0.83
O 0.90 -2.22 -1.02
C -0.36 -2.15 -1.63
C -0.24 -1.26 -2.89
O 0.20 0.00 -2.48
C -0.07 1.05 -3.37
H 5.10 -3.64 -0.35
H 5.53 -3.52 -2.09
H 4.99 -5.06 -1.37
H 2.96 -2.95 0.21
H 2.93 -4.72 -0.02
H 0.69 -3.93 0.05
H 1.01 -4.19 -1.72
H -1.04 -1.61 -0.95
H -0.92 -3.06 -1.83
H -1.20 -1.22 -3.42
H 0.53 -1.72 -3.53
H -1.11 1.33 -3.55
H 0.28 0.76 -4.37
H 0.47 1.95 -3.09
C 0.00 -2.26 3.84
O -0.09 -1.60 2.58
C -1.36 -1.04 2.26
C -1.53 0.34 2.85
O -0.67 1.33 2.28
C -1.11 2.63 2.62
C -0.45 3.68 1.77
O -1.00 3.78 0.48
C -0.30 4.69 -0.34
H 1.04 -2.23 4.16
H -0.33 -3.27 3.62
H -0.54 -1.72 4.62
H -2.03 -1.73 2.79
H -1.54 -1.02 1.18
H -1.39 0.40 3.93
H -2.59 0.51 2.63
H -1.00 2.90 3.68
H -2.19 2.70 2.44
H 0.63 3.50 1.73
H -0.71 4.61 2.30
H -0.52 5.72 -0.04
H -0.64 4.61 -1.37
H 0.76 4.43 -0.27

charge: -1
HOMO: -7.22 eV
spin multiplicity: 1
Kohn-Sham gap: 9.1 eV

Löwdin population analysis, charges in e, atoms 1 to 4:
1 K 0.815
2 C -0.695
3 F 0.141
4 F 0.129

---

Version C
Below is a molecular structure, C16H28F12KN2O14S4, with properties calculated with wB97M-V/def2-TZVPD.

Positions of all 77 atoms, in Å:
K -0.15 -1.51 2.59
C -2.88 -2.76 -4.16
F -3.41 -4.01 -4.01
F -2.79 -2.41 -5.47
F -3.58 -1.80 -3.59
S -1.13 -3.03 -3.36
O -1.35 -2.86 -1.95
O -0.66 -4.34 -3.80
N -0.22 -1.72 -4.06
S 1.20 -1.89 -3.62
O 1.30 -1.66 -2.18
O 1.92 -2.98 -4.22
C 2.02 -0.36 -4.47
F 1.94 -0.46 -5.77
F 1.35 0.71 -3.99
F 3.28 -0.39 -4.08
C -5.63 -1.93 4.37
F -5.82 -0.90 5.14
F -6.75 -2.50 4.27
F -5.14 -1.60 3.17
S -4.39 -3.19 5.32
O -5.12 -3.85 6.39
O -3.92 -4.15 4.26
N -3.12 -2.09 5.84
S -2.90 -2.46 7.31
O -3.90 -1.99 8.26
O -2.49 -3.90 7.40
C -1.27 -1.44 7.71
F -1.54 -0.12 7.71
F -0.83 -1.84 8.93
F -0.39 -1.76 6.69
C 2.44 1.86 2.94
O 2.73 0.55 3.55
C 4.08 0.15 3.36
C 4.24 -1.27 3.83
O 3.48 -2.21 3.08
C 3.67 -3.58 3.45
C 2.91 -4.40 2.35
O 1.51 -4.37 2.51
C 1.06 -5.30 3.48
H 1.45 2.10 3.34
H 2.59 1.83 1.86
H 3.14 2.67 3.12
H 4.73 0.81 3.93
H 4.29 0.22 2.29
H 4.00 -1.31 4.89
H 5.30 -1.54 3.81
H 3.35 -3.73 4.49
H 4.71 -3.89 3.40
H 3.22 -5.44 2.20
H 3.06 -3.96 1.36
H 0.09 -5.64 3.11
H 1.05 -5.03 4.54
H 1.55 -6.27 3.42
C -2.22 3.47 -1.38
O -1.15 3.91 -2.29
C -1.16 5.32 -2.38
C -0.22 5.89 -3.49
O -0.55 5.46 -4.78
C 0.25 6.12 -5.80
C -0.03 5.51 -7.22
O 0.52 4.21 -7.31
C 0.44 3.68 -8.62
H -2.19 2.39 -1.25
H -3.16 3.77 -1.86
H -2.21 3.86 -0.36
H -0.93 5.58 -1.35
H -2.13 5.81 -2.44
H 0.75 5.60 -3.08
H -0.29 6.97 -3.43
H 1.32 6.11 -5.62
H 0.00 7.18 -5.82
H 0.39 6.14 -8.00
H -1.11 5.42 -7.35
H 1.29 3.04 -8.82
H 0.57 4.39 -9.44
H -0.45 3.11 -8.88

charge: -1
HOMO: -6.37 eV
spin multiplicity: 1
Kohn-Sham gap: 7.4 eV

Löwdin population analysis, charges in e, atoms 1 to 4:
1 K 0.864
2 C -0.612
3 F 0.101
4 F 0.099

---

Most favorable structure: version A. The second most favorable one is 2.189 eV above it.

---

Version A
Below is a molecular structure, C46H47N5OPPtSTe, with properties calculated with wB97M-V/def2-TZVPD.

Positions of all 103 atoms, in Å:
Pt -0.88 0.90 1.73
C -0.72 6.22 3.07
C -1.49 5.41 2.11
N -2.16 5.85 1.09
N -2.72 4.76 0.51
C -2.38 3.61 1.14
S -2.84 2.06 0.76
N -1.60 4.04 2.20
N -0.97 3.18 3.08
H -0.82 7.27 2.80
H 0.34 5.96 3.05
H -1.10 6.07 4.08
H -3.22 4.83 -0.36
H -1.55 2.95 3.89
H -0.07 3.55 3.38
C 0.41 -6.64 2.83
C -0.88 -6.18 2.99
C -1.20 -4.86 2.73
C -0.21 -3.98 2.33
C 1.10 -4.43 2.19
C 1.41 -5.76 2.44
P -0.49 -2.22 1.99
C -0.34 -1.73 0.14
C -0.78 -2.87 -0.71
C -0.56 -2.90 -2.07
C 0.36 -2.16 -2.80
C 1.46 -1.33 -2.26
C 1.01 -1.10 -0.18
C 0.60 -1.30 3.09
C 1.36 -1.92 4.08
C 2.22 -1.17 4.85
C 2.35 0.19 4.59
C 1.57 0.81 3.63
C 0.63 0.10 2.87
H 0.65 -7.67 3.02
H -1.66 -6.86 3.31
H -2.22 -4.51 2.85
H 1.87 -3.73 1.90
H 2.43 -6.10 2.33
H -1.56 -3.50 -0.29
H -1.17 -3.60 -2.64
H 0.43 -2.43 -3.85
H 2.19 -1.07 -3.03
H 1.38 -0.58 0.71
H 1.26 -2.98 4.27
H 2.80 -1.64 5.63
H 3.06 0.77 5.16
H 1.70 1.87 3.47
C 0.18 4.76 -6.87
C -0.08 3.75 -5.80
C 0.21 2.41 -5.97
C -0.02 1.48 -4.96
C 0.26 0.04 -5.26
C -0.55 1.87 -3.72
Te -1.11 0.34 -2.14
N -1.32 -0.70 0.01
C -2.65 -1.13 -0.02
O -3.31 -0.93 -1.04
C -3.14 -1.73 1.19
C -2.24 -1.66 2.36
C -2.80 -2.24 3.59
C -4.06 -2.74 3.63
C -4.88 -2.78 2.48
C -4.41 -2.27 1.29
C 0.92 -0.15 -1.42
C 1.75 1.04 -1.10
C 1.00 2.25 -0.66
C 3.08 1.00 -0.90
C 3.92 -0.16 -0.86
C 5.40 0.07 -0.70
C 3.47 -1.42 -0.81
C 2.07 -1.93 -0.95
C 2.12 -3.45 -0.85
C -0.91 3.22 -3.59
C -1.64 3.77 -2.39
C -0.65 4.13 -4.60
H 0.73 4.34 -7.70
H 0.74 5.60 -6.46
H -0.77 5.15 -7.25
H 0.60 2.07 -6.92
H 0.17 -0.16 -6.33
H -0.46 -0.58 -4.73
H 1.26 -0.23 -4.94
H -1.94 -0.52 2.50
H -2.17 -2.22 4.47
H -4.45 -3.14 4.56
H -5.88 -3.18 2.55
H -5.02 -2.26 0.40
H 0.50 2.00 0.31
H 0.23 2.51 -1.38
H 1.66 3.11 -0.50
H 3.58 1.93 -0.64
H 5.67 1.11 -0.89
H 5.97 -0.57 -1.38
H 5.71 -0.18 0.31
H 4.22 -2.20 -0.72
H 2.87 -3.76 -0.12
H 2.41 -3.86 -1.82
H 1.17 -3.89 -0.56
H -2.01 2.96 -1.75
H -2.49 4.35 -2.74
H -0.99 4.44 -1.82
H -0.94 5.17 -4.47

HOMO (alpha / beta): -5.72 / -5.71 eV
spin multiplicity: 2
Kohn-Sham gap (alpha / beta): 4.7 / 4.7 eV

Löwdin population analysis, charges in e, atoms 1 to 4:
1 Pt 0.710
2 C -0.001
3 C -0.336
4 N 0.126

---

Version B
Below is a molecular structure, C46H47N5OPPtSTe, with properties calculated with wB97M-V/def2-TZVPD.

Positions of all 103 atoms, in Å:
Pt 0.02 0.25 -0.15
C -1.19 -1.73 4.90
C -1.85 -0.69 4.09
N -2.75 0.14 4.50
N -3.10 0.89 3.43
C -2.41 0.54 2.32
S -2.57 1.14 0.80
N -1.58 -0.48 2.75
N -0.65 -1.12 1.96
H -1.62 -1.70 5.89
H -0.11 -1.54 4.98
H -1.34 -2.72 4.46
H -3.77 1.64 3.51
H 0.27 -1.13 2.39
H -0.94 -2.06 1.69
C 2.65 1.50 -4.11
C 1.34 1.05 -4.02
C 0.99 0.09 -3.09
C 1.96 -0.48 -2.26
C 3.28 -0.07 -2.41
C 3.62 0.92 -3.31
P 1.52 -1.68 -0.95
C 2.46 -3.19 -1.42
C 3.34 -3.28 -2.49
C 3.90 -4.50 -2.83
C 3.58 -5.64 -2.11
C 2.70 -5.56 -1.05
C 2.15 -4.34 -0.70
C -0.19 -2.19 -1.51
C -0.62 -3.39 -2.05
C -1.96 -3.54 -2.35
C -2.85 -2.50 -2.12
C -2.41 -1.31 -1.56
C -1.08 -1.15 -1.20
H 2.92 2.27 -4.82
H 0.59 1.45 -4.69
H -0.04 -0.24 -3.04
H 4.05 -0.54 -1.81
H 4.65 1.25 -3.38
H 3.59 -2.41 -3.08
H 4.59 -4.56 -3.66
H 4.00 -6.59 -2.39
H 2.42 -6.45 -0.50
H 1.46 -4.26 0.13
H 0.08 -4.19 -2.25
H -2.31 -4.46 -2.78
H -3.90 -2.62 -2.38
H -3.13 -0.51 -1.39
C -2.11 6.89 6.20
C -1.48 5.98 5.19
C -1.99 5.84 3.91
C -1.42 4.98 2.98
C -2.02 4.87 1.62
C -0.29 4.23 3.33
Te 0.54 2.72 1.93
N 1.80 0.90 0.74
C 2.88 0.24 0.71
O 3.05 -0.96 0.25
C 4.11 0.95 1.21
C 5.27 0.94 0.44
C 6.33 1.77 0.77
C 6.26 2.59 1.88
C 5.13 2.55 2.69
C 4.07 1.73 2.36
C 1.09 4.14 0.43
C 1.98 5.16 0.76
C 2.62 5.32 2.10
C 2.31 6.11 -0.20
C 1.81 6.05 -1.49
C 2.16 7.09 -2.51
C 0.96 4.99 -1.81
C 0.58 4.04 -0.87
C -0.40 3.00 -1.29
C 0.23 4.36 4.62
C 1.44 3.60 5.10
C -0.36 5.24 5.52
H -3.02 7.33 5.81
H -1.42 7.69 6.47
H -2.35 6.33 7.11
H -2.87 6.40 3.63
H -2.97 5.40 1.58
H -2.19 3.82 1.36
H -1.35 5.30 0.87
H 5.33 0.30 -0.42
H 7.21 1.78 0.14
H 7.08 3.24 2.12
H 5.08 3.16 3.57
H 3.19 1.72 2.99
H 2.40 4.47 2.74
H 2.25 6.22 2.58
H 3.70 5.40 1.98
H 2.97 6.92 0.08
H 2.87 7.81 -2.10
H 1.26 7.63 -2.82
H 2.59 6.63 -3.39
H 0.57 4.93 -2.81
H -0.56 3.02 -2.37
H -1.36 3.16 -0.80
H -0.06 1.96 -1.01
H 1.71 2.81 4.41
H 1.24 3.16 6.07
H 2.29 4.28 5.20
H 0.07 5.33 6.51

HOMO (alpha / beta): -6.58 / -6.68 eV
spin multiplicity: 2
Kohn-Sham gap (alpha / beta): 5.9 / 5.6 eV

Löwdin population analysis, charges in e, atoms 1 to 4:
1 Pt 0.746
2 C -0.002
3 C -0.339
4 N 0.116

---

Most favorable structure: version B. The second most favorable one is 4.143 eV above it.